(1)
C3H10N4O | ωB97M-V/def2-TZVPD

Structure (XYZ):
```
18
C3H10N4O (ωB97M-V/def2-TZVPD)
C -2.19536 -0.48647 0.36335
C -0.13561 0.35360 -0.01532
C 1.49103 -1.57741 -0.40141
H -2.69831 -1.48998 -0.09715
H -2.57125 0.33879 -0.20503
H -2.82627 -0.28653 1.54493
H -0.43379 -1.49733 0.51204
H -0.37648 3.43046 -0.74439
H 1.09263 2.02433 -0.99588
H 2.45627 -1.93080 -0.82392
H 1.60796 -2.04564 0.56873
H 0.72048 -2.01085 -1.10695
H 1.88833 1.46607 0.90956
N -0.92178 -0.78227 0.07174
N -0.69416 1.49509 -0.23227
N 0.29887 2.50814 -0.08500
N 1.28418 -0.05637 -0.18971
O 2.01326 0.54717 0.92668
```

The calculation puts the HOMO energy at -8.36 eV. For the HOMO-LUMO gap, the calculation gives 9.13 eV. The LUMO energy comes out at 0.77 eV. The total energy comes out at -414.286558 Ha.

(2)
C37H38Cr2N7O4 | ωB97M-V/def2-TZVPD

Structure (XYZ):
```
88
C37H38Cr2N7O4 (ωB97M-V/def2-TZVPD)
Cr 3.05732 -1.92756 -1.36290
Cr 1.32067 -4.14312 0.17182
C 0.25853 -0.87675 0.44983
O 1.18808 -1.76897 -0.06254
H -0.35132 -0.43472 -0.33807
H -0.54125 -1.44000 0.93067
H 0.67777 -0.05389 1.02883
C 3.37569 -4.34057 -1.68156
O 3.36127 -3.96926 -0.48011
O 4.05642 -3.54798 -2.32373
O 2.21262 -3.92829 -1.82106
N -4.73272 1.73555 1.78028
C -3.60279 0.99909 1.67399
C -2.76542 0.68143 2.78690
C -3.12701 1.12696 4.06267
C -4.27383 1.90339 4.16315
C -5.01529 2.19425 2.97269
H -3.35256 0.53164 0.73310
H -1.89606 0.05928 2.63350
H -2.56290 0.82468 4.93262
H -4.47304 2.32419 5.13764
H -5.87926 2.83689 2.88920
N -4.07515 0.01010 -2.74817
C -4.32220 1.07756 -3.60885
C -3.66421 2.28650 -3.44014
C -2.60974 2.37902 -2.52332
C -2.25223 1.26869 -1.71583
C -3.03915 0.10321 -1.85571
H -5.17184 1.00733 -4.27187
H -3.90898 3.14560 -4.04712
H -2.06247 3.31004 -2.51309
H -1.50929 1.36937 -0.93846
H -2.91324 -0.73302 -1.18395
N 4.42752 -1.22634 0.34889
C 5.62976 -1.84569 0.59743
C 6.43670 -1.65376 1.70956
C 5.80795 -0.99759 2.79593
C 4.50911 -0.42477 2.62352
C 3.94910 -0.50079 1.37918
H 6.09208 -2.34524 -0.24108
H 7.42227 -2.09427 1.74113
H 6.28101 -0.98798 3.76677
H 4.00677 0.02234 3.46859
H 3.05868 0.09879 1.26060
N 0.55771 0.26609 6.48925
C 0.34011 1.57239 6.21817
C 0.61981 2.10783 4.99345
C 1.05976 1.27886 3.94642
C 1.12319 -0.09597 4.15616
C 0.87386 -0.53363 5.45511
H -0.01464 2.11502 7.08194
H 0.44268 3.15431 4.79370
H 1.25175 1.66525 2.95635
H 1.47444 -0.70190 3.33405
H 1.18263 -1.48406 5.86467
N 1.78754 -1.12354 -3.01877
C 1.09977 0.03871 -2.95641
C 0.52454 0.61213 -4.03314
C 0.66898 0.04485 -5.28748
C 1.26320 -1.17518 -5.37257
C 1.83407 -1.73526 -4.25667
H 1.03348 0.51212 -1.98796
H 0.04218 1.57116 -3.91480
H 0.28238 0.48193 -6.19627
H 1.38443 -1.66942 -6.32516
H 2.36421 -2.67479 -4.30812
N 1.41177 3.08360 -1.15368
C 0.33423 3.22898 -0.28311
C -0.47243 4.39541 -0.37523
C -0.18636 5.38691 -1.31938
C 0.93133 5.24435 -2.15224
C 1.72919 4.06853 -2.07643
H 0.10169 2.41447 0.38688
H -1.31946 4.45740 0.29194
H -0.79050 6.26854 -1.47473
H 1.23459 6.03643 -2.82085
H 2.51549 3.83308 -2.77837
N -0.75458 -4.24317 -0.55132
C -1.10731 -3.44185 -1.65119
C -2.33119 -3.29468 -2.18658
C -3.41360 -3.92647 -1.59216
C -3.18794 -4.78761 -0.50084
C -1.87841 -4.83056 0.03019
H -0.33543 -2.94870 -2.22338
H -2.49970 -2.60880 -3.00364
H -4.41485 -3.95782 -1.99578
H -4.03655 -5.23958 -0.00891
H -1.75323 -5.42054 0.92611
```

The calculation puts the HOMO energy (alpha / beta) at -10.42 / -10.94 eV. For the HOMO-LUMO gap (alpha / beta), the calculation gives 7.03 / 7.62 eV. The LUMO energy (alpha / beta) comes out at -3.40 / -3.32 eV. As for the net charge: +1. The total energy comes out at -4205.434612 Ha. The expectation value of S² is 20.090. As for the multiplicity: 9.

(3)
C2H5PS | ωB97M-V/def2-TZVPD

Structure (XYZ):
```
9
C2H5PS (ωB97M-V/def2-TZVPD)
C 1.17354 -1.63542 -0.58783
C 0.11262 -0.87609 -0.72395
S -0.06855 0.21651 0.87798
P -1.18274 2.13247 1.51694
H 1.74999 -1.86929 0.28084
H 1.25931 -2.19734 -1.51273
H -0.51812 -0.96351 -1.49176
H -1.99135 1.96986 0.51293
H -0.53470 3.22281 1.12757
```

The calculation puts the HOMO energy at -8.52 eV. As for the SMILES: C=CSP. For the HOMO-LUMO gap, the calculation gives 8.23 eV. The LUMO energy comes out at -0.29 eV. The total energy comes out at -818.624644 Ha.

(4)
C19H10Cl5IrN6O6S3 | ωB97M-V/def2-TZVPD

Structure (XYZ):
```
50
C19H10Cl5IrN6O6S3 (ωB97M-V/def2-TZVPD)
Ir -0.61435 -1.01394 -1.16494
N -0.59556 -2.50695 -4.31755
C -1.56664 -2.93718 -3.50834
N -1.74418 -2.48145 -2.28858
C -2.78429 -3.10225 -1.63338
C -3.42828 -4.04333 -2.35073
S -2.70610 -4.18007 -3.92273
C -2.95787 -2.66089 -0.25932
C -3.84062 -3.08352 0.66102
S -3.55936 -2.28410 2.16162
C -2.24099 -1.40895 1.45827
N -2.05353 -1.69288 0.18096
N -1.46464 -0.60544 2.19142
H -0.04341 -1.68142 -4.03482
H -0.57368 -2.79724 -5.27751
H -4.26105 -4.66325 -2.06826
H -4.61998 -3.81792 0.55742
H -1.84487 -0.23318 3.04801
H -0.93436 0.08961 1.65886
O 2.22630 1.94595 -1.42821
N 0.90923 0.23732 -2.51945
O 1.60573 0.06927 -0.17838
O 1.02109 -0.17425 -3.79148
Cl -0.47023 -4.08083 1.59320
C 0.72579 -2.79699 1.62254
C 0.79286 -2.00506 0.48216
C 1.71259 -0.98619 0.73749
Cl 1.21557 0.93735 -1.33164
C 2.60282 -0.81842 1.77328
Cl 3.65296 0.54168 1.78258
C 2.51941 -1.72356 2.82424
Cl 3.58000 -1.58863 4.16291
C 1.53851 -2.70348 2.75397
Cl 1.35769 -3.80716 4.06091
O -1.77858 2.46093 2.52727
C -1.37782 2.66538 1.40015
N -0.71551 1.66810 0.70571
S -0.45318 1.78114 -0.81719
O -1.65401 1.60894 -1.59920
O -0.04199 3.34025 -1.03204
C -0.90439 4.26675 -0.45992
C -1.02165 5.49517 -1.08372
C -1.81376 6.46364 -0.49198
C -2.47911 6.20522 0.70359
C -2.35231 4.96814 1.30615
C -1.56101 3.98106 0.72672
H -0.49559 5.67587 -2.01070
H -1.91284 7.42954 -0.96937
H -3.08512 6.97377 1.16323
H -2.84775 4.73473 2.23883
```

The calculation puts the HOMO energy (alpha / beta) at -7.25 / -7.58 eV. For the HOMO-LUMO gap (alpha / beta), the calculation gives 5.94 / 6.38 eV. The LUMO energy (alpha / beta) comes out at -1.31 / -1.21 eV. The total energy comes out at -5109.205553 Ha.

The calculation returns the following ΔE to the lowest compared entry with this formula, charge and spin values, one per record and in order: 205.0 221.5 46.0 401.3 kcal per mole.